70
Properties=species:S:1:pos:R:3:nbo_charge:R:1 method="wB97M-V/def2-TZVPD" orbital_gap_ev=4.1 lumo_ev=-1.915 energy_ev=-43289.7303 molar_mass_g_mol=495.62 relative_energy_kj_mol=368.8 homo_energy_ev=-6.019 total_charge=0
O -1.845 -1.180 4.699 -0.62
O -1.517 -1.695 -0.914 -0.62
O -0.698 -3.393 -2.079 -0.62
N -1.788 -0.116 2.652 -0.43
N -1.020 -2.160 -1.976 0.42
N 0.413 -0.312 2.104 -0.31
C -0.839 1.611 1.158 -0.23
C -0.263 -2.250 -4.190 -0.63
C 0.278 -0.885 3.451 -0.13
C 0.534 -3.413 1.286 -0.28
C -1.526 -4.437 0.541 -0.18
C -0.772 -1.435 -3.094 0.01
C 2.066 1.198 -2.670 -0.19
C 1.438 -0.568 1.259 0.25
C 2.123 -0.751 -1.097 -0.01
C -0.395 4.429 0.344 -0.22
C 0.069 6.264 2.420 -0.21
C 3.127 -0.893 -3.334 -0.17
C -3.215 0.080 2.493 -0.42
C 2.953 0.927 -4.914 -0.18
C -0.873 0.168 1.561 0.06
C -0.037 6.712 1.089 -0.21
C -1.224 -0.755 3.727 0.70
C -0.184 -4.129 0.335 -0.13
C -1.361 -3.535 2.779 -0.27
C -0.045 -3.117 2.521 0.03
C -2.110 -4.162 1.780 -0.21
C -0.266 5.792 0.054 -0.20
C 3.383 -0.371 -4.592 -0.22
C -0.419 2.563 2.014 -0.18
C 1.435 -0.130 -0.066 -0.37
C -1.320 -0.091 -3.236 -0.63
C -0.302 3.966 1.677 0.00
C 2.438 -0.136 -2.345 -0.04
C 2.309 1.708 -3.947 -0.20
C 0.715 -2.332 3.550 -0.45
C -0.065 4.910 2.702 -0.21
H -0.338 6.144 -0.976 0.22
H -0.079 -1.668 -5.101 0.19
H 0.353 -4.476 -0.543 0.24
H -3.410 1.138 2.278 0.21
H -2.415 -0.125 -3.376 0.21
H -0.156 2.301 3.047 0.21
H 0.663 -2.762 -3.900 0.22
H 2.292 -1.158 1.640 0.23
H 0.855 0.757 -0.320 0.24
H 0.006 4.558 3.737 0.21
H -0.561 3.709 -0.459 0.21
H 1.534 -3.063 1.040 0.18
H -0.929 0.394 -4.142 0.21
H -0.996 -3.031 -4.450 0.22
H 3.881 -0.987 -5.346 0.23
H 2.537 -1.755 -0.930 0.22
H -2.111 -4.899 -0.249 0.23
H 1.965 2.715 -4.201 0.22
H 0.259 6.980 3.220 0.22
H 1.791 -2.392 3.364 0.21
H 3.423 -1.917 -3.084 0.22
H 0.063 7.781 0.862 0.22
H 3.075 1.306 -5.931 0.22
H 0.486 -2.677 4.565 0.25
H -1.151 -0.443 0.684 0.29
H -3.729 -0.221 3.412 0.25
H -3.150 -4.433 1.972 0.21
H -1.806 -3.330 3.754 0.23
H -1.072 0.548 -2.376 0.20
H 0.789 -0.231 4.176 0.23
H 1.569 1.834 -1.932 0.21
H -1.235 1.841 0.169 0.22
H -3.598 -0.521 1.653 0.22